No. 1
{
  "formula": "C26H30Cl36IO4PS",
  "method": "ωB97M-V/def2-TZVPD",
  "symbols": ["C", "Cl", "H", "H", "Cl", "Cl", "Cl", "C", "C", "H", "Cl", "O", "C", "Cl", "O", "Cl", "H", "C", "H", "Cl", "Cl", "Cl", "H", "C", "Cl", "Cl", "Cl", "H", "C", "Cl", "H", "C", "Cl", "C", "S", "O", "H", "Cl", "Cl", "C", "H", "C", "H", "Cl", "C", "H", "H", "H", "H", "Cl", "H", "C", "C", "C", "Cl", "Cl", "H", "Cl", "C", "H", "Cl", "Cl", "Cl", "Cl", "Cl", "C", "H", "Cl", "C", "H", "Cl", "Cl", "C", "H", "Cl", "I", "C", "C", "H", "C", "C", "C", "P", "H", "H", "H", "H", "Cl", "H", "Cl", "O", "H", "H", "Cl", "Cl", "C", "C", "Cl", "H"],
  "xyz": [[0.11528, 0.40812, -1.72281], [-0.37547, 8.17570, -1.41013], [-2.10796, 6.58910, -1.39035], [5.93366, 1.36090, 0.28991], [-4.37948, -7.86827, -6.15012], [-3.73790, 0.92787, -6.05780], [-1.58792, 1.80047, -4.31795], [-4.53242, 2.74802, 0.22282], [3.41480, -4.94534, 6.72293], [3.53140, -4.18471, 0.86874], [-5.64768, 3.90117, -9.41267], [3.89363, 2.56138, 0.19867], [3.55342, -3.17799, 1.28764], [-2.15284, -4.89715, 1.75437], [-2.05497, -0.06649, -0.18295], [-6.84762, -4.49782, -1.46739], [-4.61579, 1.68792, 0.42743], [1.46433, 0.31830, -0.98831], [-4.13856, 3.23346, -7.75091], [-4.50004, 5.49622, -7.27417], [-0.20690, 5.22469, -1.72814], [-2.46170, -0.97171, -4.26752], [1.75036, -3.03388, -4.53547], [-5.25994, -3.72718, -1.49503], [-3.71194, -1.83031, 5.71573], [-5.99009, 3.26660, -0.62883], [3.29601, -1.67499, -5.65325], [5.55391, -1.56284, 2.43795], [-1.53323, -2.31812, -0.05508], [0.39831, -1.42984, -5.59234], [5.27100, -2.11794, 0.55665], [4.24153, -2.25138, 0.24928], [-1.62686, 6.85830, -3.66361], [-3.49216, -4.48337, 2.82627], [1.27774, 3.07000, -3.36415], [-0.63616, -0.78903, -1.74844], [-1.60147, -2.22910, 1.02114], [4.77761, 4.49932, 7.57706], [3.77932, -3.72191, 7.94110], [-4.25102, 4.12424, -8.35573], [4.12126, -3.26796, 2.21478], [3.54926, -0.94338, 0.01473], [-5.05825, -6.83897, -4.15948], [-4.38122, 3.60193, 1.76298], [3.36469, 4.85051, 6.57840], [6.15400, 1.39953, 2.58764], [2.26195, 4.07460, -1.00144], [3.26765, -5.89152, 7.22627], [-0.44603, 1.26491, -1.34545], [1.92893, -4.54104, 5.86002], [-2.45009, -2.81343, -0.39965], [3.40293, 1.50528, -0.09685], [1.83231, -1.96936, -4.71130], [-4.98751, -7.86632, -4.49351], [1.91285, -1.15312, -3.14224], [1.23509, 6.60022, 0.02104], [6.63473, -0.69397, 3.50171], [-2.77892, 4.33655, -9.30384], [5.65300, -0.66680, 3.03889], [-5.37524, -0.27444, 6.26528], [1.90577, 4.16671, 7.30087], [-4.89554, 0.20301, 4.01874], [-3.13668, -4.98181, 4.48284], [2.81346, 5.27771, 2.10749], [-3.10864, 3.00546, -0.78651], [2.02866, 6.77025, 1.59707], [-3.68993, 0.94505, -3.71269], [-3.40006, 0.97545, 6.39088], [-2.96581, 0.70576, -4.48139], [4.27935, -2.78786, -0.70206], [3.20695, 8.08944, 1.55381], [4.76036, -5.12291, 5.59552], [-4.46590, -0.23746, 5.68032], [0.13856, 3.31143, -0.79587], [-6.59859, -8.58225, -4.42012], [4.12936, -0.87977, 4.56532], [4.14254, 0.22816, 0.20009], [5.45175, 0.64178, 2.24312], [4.45602, 1.01856, 2.46119], [5.54395, 0.43467, 0.70820], [2.12794, -0.93221, -0.45813], [2.07815, 1.47390, -0.79554], [1.37734, 3.05767, -1.39678], [-5.31716, -2.85407, -2.13283], [-4.37103, -5.01986, 2.49102], [6.22991, -0.35420, 0.41393], [3.24621, 5.92472, 6.52975], [-3.87623, -8.71904, -3.41940], [2.53555, -2.89937, 1.53454], [-4.78708, -3.20488, 0.12571], [1.52192, -1.96039, -0.36243], [-0.71016, -2.97884, -0.32052], [0.34720, 0.64963, -2.75039], [-4.04763, -4.82372, -2.16632], [-3.83763, -2.74616, 2.76302], [-1.41673, -0.94861, -0.66516], [-1.19722, 6.70404, -1.96371], [3.58759, 4.24743, 4.93529], [1.26993, 7.01692, 2.32851]],
  "fmax_ha_per_bohr": 0.064,
  "homo_ev": -8.61,
  "total_energy_ha": -18913.6355,
  "homo_lumo_gap_ha": 0.2572,
  "charge": 0
}

No. 2
{
  "formula": "C38H54Br49ClF3N4O2",
  "method": "ωB97M-V/def2-TZVPD",
  "symbols": ["H", "Br", "Br", "H", "H", "Br", "C", "C", "H", "Br", "H", "Br", "Br", "H", "H", "H", "Br", "H", "H", "Br", "C", "Br", "Br", "H", "H", "Br", "C", "Br", "C", "Br", "Br", "C", "Br", "H", "Br", "H", "F", "H", "C", "C", "C", "H", "Br", "C", "H", "C", "Br", "C", "Br", "H", "Br", "F", "H", "Br", "Br", "C", "H", "O", "C", "H", "C", "C", "Br", "Br", "O", "H", "C", "Br", "C", "H", "H", "H", "C", "C", "C", "C", "H", "H", "C", "Br", "C", "C", "H", "Br", "Br", "H", "H", "Br", "Br", "Br", "H", "H", "Br", "H", "H", "H", "C", "H", "Br", "F", "Br", "Br", "Br", "H", "H", "Br", "C", "H", "Br", "C", "C", "H", "N", "N", "Cl", "Br", "C", "H", "C", "H", "Br", "Br", "C", "H", "H", "H", "N", "H", "Br", "Br", "Br", "Br", "H", "Br", "Br", "H", "H", "H", "Br", "C", "C", "H", "N", "H", "H", "C", "H", "C", "C", "Br", "C"],
  "xyz": [[1.44696, -4.33126, -2.40405], [3.05850, 9.64887, 5.09274], [5.06312, 5.78551, 1.95316], [1.00419, -2.77043, 2.42364], [-2.98506, -0.86951, 7.20570], [5.11147, 6.76802, -5.64288], [5.10771, 5.37502, 3.84904], [0.24212, -0.73095, -11.17779], [2.01977, -2.34521, -3.08148], [-0.37397, 8.64547, -2.09865], [-0.21369, -1.26654, -1.77426], [-6.98962, -3.80245, -2.86702], [1.94073, -3.13358, 7.78011], [0.90441, 8.57042, 5.71235], [-0.34207, -5.60787, 1.87912], [1.37836, -5.30928, 3.90962], [-11.58626, -3.37727, -4.32636], [-0.74361, -3.25154, -1.34637], [0.05204, -4.32340, 6.15029], [0.20170, 6.62343, -4.52777], [-1.14809, 7.40608, -3.37392], [-1.79528, 1.07630, -17.58813], [7.64731, 8.49238, -1.73006], [-2.18633, -3.62316, 4.39145], [4.85366, 6.52344, 8.66878], [9.13375, 5.67639, -1.29846], [-4.67138, -2.06334, 6.26241], [7.31988, 6.77284, 8.47838], [-11.24847, -4.82343, -3.07843], [4.96218, 5.56036, -2.66939], [-7.80092, -0.94205, -1.65030], [4.26225, -6.96680, 3.92524], [-3.94487, 0.85393, 9.09596], [0.57574, -6.69881, -1.35798], [1.80346, 6.83988, 4.16760], [2.75073, 0.33317, -3.44993], [0.39194, 4.00331, -2.58069], [-1.32230, -4.19103, 2.51446], [8.01044, 7.04020, -0.49709], [0.20506, 1.61560, -3.44044], [-6.43300, -2.31310, -1.75624], [-1.24851, -2.65186, 7.24275], [-10.53606, -4.17137, -1.39602], [-0.73306, -5.59112, -2.82601], [0.88808, 2.04003, -4.27988], [-0.27598, -4.66483, 2.54977], [8.73898, 7.68309, 1.18087], [1.72572, -0.13635, -3.17087], [0.71917, 5.55026, -9.46780], [-1.58793, 6.59098, -2.79999], [-4.71403, -5.48693, 2.84892], [-1.16795, 2.54982, -1.56382], [7.05411, 6.57084, -0.26805], [6.81794, 5.82485, 4.64474], [5.48932, 4.13354, 8.40156], [1.91392, 0.42752, 1.93515], [-5.89197, 0.13103, 10.46296], [-2.15729, -1.56346, 2.26651], [0.58482, 7.23294, -8.50902], [0.50929, 1.68246, 0.55703], [-0.53076, 2.91419, -2.79531], [1.05706, -4.43651, -1.31636], [2.19038, 3.39856, 1.50658], [-0.86461, 0.89002, -7.73310], [0.97362, 0.87830, -2.45259], [1.65376, -4.12097, 1.35639], [-2.08447, -2.82353, 6.47590], [2.92681, -7.39040, 2.57992], [-4.89787, -0.29578, 10.33487], [2.99014, 0.77329, 2.18557], [-2.72680, -3.75750, 6.72580], [-0.73869, -5.55856, -0.53358], [1.04810, 1.73798, 1.57103], [5.67566, 5.94086, 9.08290], [0.75027, -1.65447, -1.25462], [-3.11597, -1.59534, 6.32174], [-1.19107, -2.00235, 4.60585], [4.35821, 6.00395, 4.32760], [-3.11463, -2.19209, 1.37704], [1.30542, 0.91888, -16.76006], [0.27063, -4.98085, 4.02385], [4.13854, 5.61362, -4.42439], [-6.29291, -2.70252, -0.74781], [2.34533, -0.95737, 5.45282], [-0.52211, 3.33588, -15.69056], [-0.03523, -5.95903, -3.67019], [0.23477, 1.92731, 2.37201], [4.61032, 3.53372, 4.20058], [2.28857, 0.86580, -7.10706], [-6.93464, -7.77184, 2.42374], [1.48926, -0.09488, 2.86300], [-5.05007, -1.92792, 5.17923], [5.50131, 6.00608, 11.01395], [-0.98760, -4.49860, -3.08240], [3.14672, 6.04738, -4.29714], [1.68990, -0.66098, 7.83709], [-0.47534, 1.47057, -16.22244], [-2.93946, -0.98875, 5.34650], [-4.72524, -1.58671, -2.32694], [-1.54884, 3.43122, -3.64957], [3.88951, 3.83512, -5.16014], [1.30536, -1.74367, -9.90950], [-1.59960, -1.33883, -11.22232], [0.22829, 0.30124, -10.82916], [-0.24121, 7.13379, -7.80479], [4.22747, -5.08760, 4.40765], [1.90737, 8.16607, 5.58026], [-0.73958, 0.88209, -15.34427], [-5.13772, -2.08802, 9.62727], [-1.39625, -3.07235, 5.00913], [0.01630, -5.70123, -1.37984], [-0.60550, 0.99313, -3.96127], [-0.17763, -3.04857, 0.63180], [-1.20446, -0.92492, 1.55079], [-2.33487, -6.51006, -2.80289], [4.15554, -0.83088, 8.10821], [0.68371, -3.63584, 1.71360], [-5.26322, -1.31261, 6.89739], [-6.42699, -5.93656, 2.05643], [2.48713, -1.62952, 1.02004], [-6.46123, -5.54348, 0.15656], [2.42744, 7.37408, 7.27376], [0.27096, -3.14375, -0.78776], [4.00235, -7.53062, 4.82053], [1.99164, -4.71130, -0.69325], [0.93989, 2.41539, -8.51155], [-3.60601, -3.08070, 0.70655], [-1.12926, 0.11757, 1.52187], [-2.58219, 8.22056, -4.39462], [2.17949, 7.59831, -7.46553], [-4.06088, -0.31846, 12.08436], [6.03503, -7.54068, 3.38838], [0.89957, -3.04010, 5.05365], [1.04229, -0.72220, -12.94470], [0.14636, 8.70401, -9.69422], [-4.81342, -3.15275, 6.57785], [-0.32570, -5.90526, 4.39848], [1.15196, -0.39750, -4.13648], [0.50404, 3.40258, -6.27149], [2.06576, -0.60430, 0.67866], [0.74399, 1.95785, -7.54191], [-7.17354, -5.29885, 2.52850], [0.75162, -0.84475, 0.00333], [2.97075, -1.40950, -1.79589], [-12.20968, -5.28693, -2.85949], [0.03004, -3.81161, 5.10942], [2.80068, -0.07687, -0.04645], [-0.27815, -1.56692, 0.80655], [2.42953, -1.30549, 7.36316], [-10.11892, -6.19724, -3.85428], [1.94238, -1.50357, -2.31340]],
  "fmax_ha_per_bohr": 0.128,
  "homo_ev": -11.24,
  "total_energy_ha": -128735.5220,
  "homo_lumo_gap_ha": 0.2549,
  "charge": 1
}